*P*
The following is a quantum chemistry calculation of a 3-piece molecular cluster, C5H16O2 overall, from OMol25.

## Properties
HOMO-LUMO gap = 11.0 eV
SMILES string = CCCCC.O.O
HOMO level = -10.5 eV
LUMO = 0.516 eV

The geometry in ORCA input format:
```
! RIJCOSX wB97M-V def2-TZVPD def2/J DEFGRID3
* xyz 0 1
C -1.135 0.785 -1.265
C 0.299 0.267 -0.938
C 0.291 -0.931 0.024
C -0.560 -0.600 1.313
C -0.035 -1.219 2.595
H -1.843 -0.032 -1.181
H -1.062 1.251 -2.240
H -1.382 1.577 -0.562
H 1.158 0.933 -0.811
H 0.610 -0.067 -1.962
H -0.185 -1.766 -0.487
H 1.321 -1.001 0.413
H -0.713 0.447 1.481
H -1.512 -1.063 1.000
H 0.593 -0.455 3.086
H -0.797 -1.514 3.303
H 0.703 -2.041 2.510
O -2.362 -3.735 -4.251
H -2.183 -3.783 -3.293
H -1.534 -3.253 -4.405
O 3.318 4.992 2.723
H 2.856 4.977 1.875
H 3.382 5.826 3.185
*
```

These are the Löwdin partial charges, in e, on atoms 1 to 6:
1. C -0.11
2. C -0.28
3. C -0.21
4. C -0.27
5. C -0.13
6. H 0.07

*Q*
The following is a quantum chemistry calculation of a 3-piece molecular cluster, C5H16O2 overall, from OMol25.

## Properties
HOMO-LUMO gap = 11.6 eV
SMILES string = CCCCC.O.O
HOMO level = -11.0 eV
LUMO = 0.641 eV

The geometry in ORCA input format:
```
! RIJCOSX wB97M-V def2-TZVPD def2/J DEFGRID3
* xyz 0 1
C 2.389 -0.110 0.744
C 1.441 -1.262 0.288
C 0.316 -0.670 -0.640
C -0.646 0.398 0.062
C -1.269 -0.203 1.361
H 3.061 -0.464 1.529
H 1.863 0.644 1.361
H 3.049 0.328 -0.034
H 0.979 -1.655 1.216
H 1.893 -2.197 -0.156
H 0.739 -0.471 -1.615
H -0.380 -1.537 -0.924
H -0.054 1.346 0.172
H -1.353 0.853 -0.719
H -2.262 0.160 1.415
H -1.221 -1.316 1.333
H -0.562 0.141 2.193
O 1.033 2.153 -2.091
H 0.166 2.485 -1.847
H 1.515 2.065 -1.296
O -3.837 -0.330 -0.568
H -3.748 0.511 -0.952
H -3.111 -0.870 -0.833
*
```

These are the Löwdin partial charges, in e, on atoms 1 to 6:
1. C -0.12
2. C -0.25
3. C -0.23
4. C -0.28
5. C -0.10
6. H 0.06

Winner for stability: *Q*

*P*
The following is a quantum chemistry calculation of C4H8NO as an isolated structure, from OMol25.

## Properties
HOMO-LUMO gap = 10.9 eV
HOMO level = -15.6 eV
LUMO = -4.698 eV

The geometry in ORCA input format:
```
! RIJCOSX wB97M-V def2-TZVPD def2/J DEFGRID3
* xyz 1 1
C -2.096 -1.171 -0.170
C 1.442 -0.493 -0.770
C 0.941 0.206 0.546
C -0.475 0.676 0.511
N -1.397 -0.422 0.285
O -0.735 1.541 -0.434
H -2.957 -1.637 -0.596
H 2.360 -0.834 -0.381
H 1.504 0.100 -1.672
H 1.030 -1.493 -0.977
H 1.572 1.011 0.904
H 1.192 -0.582 1.212
H -0.799 1.100 1.782
H -1.582 1.996 -0.241
*
```

These are the Löwdin partial charges, in e, on atoms 1 to 6:
1. C 0.33
2. C -0.06
3. C -0.16
4. C -0.46
5. N 0.22
6. O 0.09

*Q*
The following is a quantum chemistry calculation of an isolated ion of composition C4H8NO and charge +1, from OMol25.

## Properties
HOMO-LUMO gap (alpha / beta) = 6.8 / 6.8 eV
HOMO level (alpha / beta) = -13.3 / -13.3 eV
LUMO (alpha / beta) = -6.459 / -6.459 eV

The geometry in ORCA input format:
```
! RIJCOSX wB97M-V def2-TZVPD def2/J DEFGRID3
* xyz 1 1
C -1.129 -1.483 0.147
C 0.152 -0.377 -1.421
C -0.169 -0.510 -0.093
C 0.664 0.288 0.933
N 0.094 1.550 1.056
O 0.789 0.642 -1.837
H -1.849 -1.815 -0.588
H -1.124 -1.920 1.081
H 0.004 -1.289 -2.145
H 1.756 0.456 0.683
H 0.688 -0.099 1.885
H -0.572 1.605 1.786
H 1.382 0.607 -2.604
H -0.223 1.966 0.173
*
```

These are the Löwdin partial charges, in e, on atoms 1 to 6:
1. C 0.24
2. C -0.06
3. C -0.20
4. C -0.23
5. N 0.03
6. O 0.20

Winner for stability: *Q*

*P*
The following is a quantum chemistry calculation of a 2-piece molecular cluster, C4H8NO overall, from OMol25.

## Properties
HOMO-LUMO gap (alpha / beta) = 9.0 / 9.0 eV
HOMO level (alpha / beta) = -14.4 / -14.4 eV
LUMO (alpha / beta) = -5.398 / -5.398 eV

The geometry in ORCA input format:
```
! RIJCOSX wB97M-V def2-TZVPD def2/J DEFGRID3
* xyz 1 1
C 1.776 -2.036 0.919
C -1.378 -0.217 0.022
C -0.029 0.134 -0.693
C 0.983 0.248 0.380
N 1.483 -0.933 0.676
O 0.850 1.057 1.380
H 2.297 -2.828 1.395
H -1.139 -0.320 1.147
H -1.630 -1.193 -0.384
H -2.216 0.438 -0.171
H -0.021 0.989 -1.232
H 0.210 -0.556 -1.469
H 2.439 0.653 -0.372
H 0.268 1.757 1.065
*
```

These are the Löwdin partial charges, in e, on atoms 1 to 6:
1. C 0.38
2. C -0.03
3. C -0.15
4. C -0.54
5. N 0.15
6. O 0.13

*Q*
The following is a quantum chemistry calculation of a 2-piece molecular cluster, C4H8NO overall, from OMol25.

## Properties
HOMO-LUMO gap = 7.7 eV
HOMO level = -13.5 eV
LUMO = -5.725 eV

The geometry in ORCA input format:
```
! RIJCOSX wB97M-V def2-TZVPD def2/J DEFGRID3
* xyz 1 1
C 2.681 -0.296 -0.480
C 0.107 -0.628 -0.624
C 1.413 -0.571 -0.658
C -1.109 1.237 0.702
N -2.205 0.645 0.245
O -0.596 -1.518 0.168
H 3.189 0.435 0.152
H 3.437 -1.008 -0.902
H -0.466 -0.138 -1.312
H -0.977 2.302 0.536
H -0.344 0.681 1.266
H -2.791 0.930 -0.540
H -2.204 -0.382 0.448
H -0.135 -1.689 0.998
*
```

These are the Löwdin partial charges, in e, on atoms 1 to 6:
1. C 0.06
2. C -0.26
3. C -0.03
4. C 0.16
5. N 0.17
6. O -0.02

Winner for stability: *Q*

*P*
The following is a quantum chemistry calculation of a 3-piece molecular cluster, C3H10O3S overall, from OMol25.

## Properties
HOMO-LUMO gap = 9.8 eV
SMILES string = O=CCCS.O.O
HOMO level = -9.2 eV
LUMO = 0.656 eV

The geometry in ORCA input format:
```
! RIJCOSX wB97M-V def2-TZVPD def2/J DEFGRID3
* xyz 0 1
O 2.474 0.327 1.154
C 1.448 0.436 1.766
C 0.171 1.001 1.160
C -0.112 0.359 -0.180
S -1.829 0.578 -0.753
H 1.423 0.099 2.824
H -0.636 0.777 1.864
H 0.305 2.091 1.177
H 0.101 -0.702 -0.173
H 0.533 0.723 -0.967
H -1.645 1.799 -1.258
O 3.313 -0.720 -2.599
H 3.561 -0.718 -1.669
H 3.394 0.195 -2.885
O -3.147 -2.225 0.702
H -3.709 -2.953 0.983
H -3.535 -1.434 1.087
*
```

These are the Löwdin partial charges, in e, on atoms 1 to 6:
1. O 0.05
2. C -0.27
3. C -0.23
4. C -0.56
5. S 0.71
6. H 0.12

*Q*
The following is a quantum chemistry calculation of a 3-piece molecular cluster, C3H10O3S overall, from OMol25.

## Properties
HOMO-LUMO gap = 9.7 eV
SMILES string = O=CCCS.O.O
HOMO level = -9.1 eV
LUMO = 0.618 eV

The geometry in ORCA input format:
```
! RIJCOSX wB97M-V def2-TZVPD def2/J DEFGRID3
* xyz 0 1
O 2.447 1.102 -0.168
C 1.719 0.577 -1.013
C 0.406 -0.141 -0.725
C -0.422 0.761 0.106
S -1.555 -0.311 1.145
H 1.909 0.756 -2.157
H 0.021 -0.571 -1.626
H 0.886 -1.036 -0.023
H -0.949 1.702 -0.226
H 0.257 1.272 0.897
H -2.571 0.500 0.731
O 1.799 0.339 2.496
H 2.496 0.816 2.050
H 2.227 -0.193 3.204
O -2.649 -1.663 -1.841
H -2.661 -1.631 -0.899
H -3.360 -2.279 -1.951
*
```

These are the Löwdin partial charges, in e, on atoms 1 to 6:
1. O 0.01
2. C -0.25
3. C -0.27
4. C -0.55
5. S 0.69
6. H 0.14

Winner for stability: *P*

*P*
The following is a quantum chemistry calculation of an isolated molecule of C5H11P, from OMol25.

## Properties
HOMO-LUMO gap = 10.3 eV
SMILES string = C=CC[C@H](C)P
HOMO level = -9.2 eV
LUMO = 1.127 eV

The geometry in ORCA input format:
```
! RIJCOSX wB97M-V def2-TZVPD def2/J DEFGRID3
* xyz 0 1
C -2.432 0.453 0.318
C -1.235 1.069 0.342
C -0.264 0.707 -0.834
C 0.873 -0.378 -0.498
C 0.427 -1.371 0.562
P 2.366 0.606 0.282
H -3.153 0.711 1.000
H -2.724 -0.247 -0.393
H -1.103 1.913 0.945
H -0.982 0.242 -1.581
H 0.108 1.667 -1.228
H 1.234 -0.966 -1.245
H -0.074 -0.809 1.489
H 1.193 -2.048 0.959
H -0.327 -2.029 0.223
H 2.894 0.945 -0.923
H 3.199 -0.465 0.583
*
```

These are the Löwdin partial charges, in e, on atoms 1 to 6:
1. C 0.01
2. C -0.17
3. C -0.21
4. C -0.57
5. C -0.19
6. P 0.81

*Q*
The following is a quantum chemistry calculation of an isolated molecule of C5H11P, from OMol25.

## Properties
HOMO-LUMO gap (alpha / beta) = 8.0 / 7.9 eV
SMILES string = C/C=P(/C)=C\C
HOMO level (alpha / beta) = -7.4 / -7.3 eV
LUMO (alpha / beta) = 0.626 / 0.607 eV

The geometry in ORCA input format:
```
! RIJCOSX wB97M-V def2-TZVPD def2/J DEFGRID3
* xyz 0 1
C -1.590 0.002 -1.447
C -1.194 0.035 0.009
P 0.054 1.178 0.605
C -0.030 0.704 2.347
C 1.136 -0.165 0.098
C 1.660 -0.385 -1.327
H -1.248 -0.917 -1.866
H -1.098 1.008 -1.845
H -2.734 0.025 -1.369
H -1.796 -0.658 0.659
H -0.763 1.200 3.030
H 1.099 0.885 2.637
H 0.000 -0.460 2.472
H 1.311 -1.016 0.779
H 2.264 0.461 -1.632
H 0.827 -0.495 -1.943
H 2.101 -1.401 -1.207
*
```

These are the Löwdin partial charges, in e, on atoms 1 to 6:
1. C -0.20
2. C -0.38
3. P 0.75
4. C -0.38
5. C -0.33
6. C -0.15

*R*
The following is a quantum chemistry calculation of C5H11P as an isolated structure, from OMol25.

## Properties
HOMO-LUMO gap = 9.3 eV
HOMO level = -8.4 eV
LUMO = 0.969 eV

The geometry in ORCA input format:
```
! RIJCOSX wB97M-V def2-TZVPD def2/J DEFGRID3
* xyz 0 1
C -1.229 0.301 -0.424
C -1.610 1.281 0.326
C -1.915 -0.840 -1.148
C 1.572 -1.120 0.151
C 1.553 1.685 0.146
P 1.110 0.366 -0.986
H -2.646 1.500 0.673
H -0.858 1.981 0.712
H -1.624 -0.962 -2.151
H -2.986 -0.869 -1.013
H -1.717 -1.844 -0.706
H 2.653 -1.139 0.276
H 1.044 -1.203 1.090
H 1.289 -2.095 -0.299
H 1.020 2.535 -0.192
H 1.239 1.390 1.149
H 2.683 1.937 0.255
*
```

These are the Löwdin partial charges, in e, on atoms 1 to 6:
1. C -0.32
2. C -0.07
3. C -0.14
4. C -0.35
5. C -0.44
6. P 0.88

Winner for stability: *P*

*P*
The following is a quantum chemistry calculation of a 2-piece molecular cluster, FNO2 overall, from OMol25.

## Properties
HOMO-LUMO gap (alpha / beta) = 9.6 / 8.1 eV
HOMO level (alpha / beta) = -11.7 / -10.6 eV
LUMO (alpha / beta) = -2.070 / -2.488 eV

The geometry in ORCA input format:
```
! RIJCOSX wB97M-V def2-TZVPD def2/J DEFGRID3
* xyz 0 1
N -0.006 0.253 -0.227
O 0.924 0.943 -0.255
O -1.110 -0.004 -0.336
F 0.296 -1.494 1.011
*
```

Which charges does Löwdin predict for the atoms? In e, they are:
1. N -0.17
2. O 0.28
3. O 0.28
4. F -0.38

*Q*
The following is a quantum chemistry calculation of a 2-piece molecular cluster, FNO2 overall, from OMol25.

## Properties
HOMO-LUMO gap (alpha / beta) = 8.6 / 5.6 eV
HOMO level (alpha / beta) = -10.5 / -8.5 eV
LUMO (alpha / beta) = -1.923 / -2.945 eV

The geometry in ORCA input format:
```
! RIJCOSX wB97M-V def2-TZVPD def2/J DEFGRID3
* xyz 0 1
N -0.157 0.092 -0.515
O -0.848 0.949 -0.810
O 0.665 -0.667 -0.335
F 0.306 -0.417 2.104
*
```

Which charges does Löwdin predict for the atoms? In e, they are:
1. N -0.12
2. O 0.32
3. O 0.32
4. F -0.52

Winner for stability: *P*